# 1
Computed, not measured: one molecule with the formula C4H5Cl, with ωB97M-V with the def2-TZVPD basis set.

```
10
Properties=species:S:1:pos:R:3:lowdin_charge:R:1
Cl 2.048 -0.158 -0.047 0.479
C -0.519 0.892 -0.160 -0.191
C -2.261 -0.773 -0.151 -0.014
C 0.259 -0.049 0.336 -0.510
C -1.932 0.498 0.034 -0.180
H -3.342 -1.178 0.069 0.107
H -0.200 1.877 -0.417 0.098
H -0.241 -1.074 0.640 0.107
H -1.820 -1.557 -0.501 -0.010
H -2.500 1.211 0.659 0.114
```

2S+1	1
electronic energy	-16748.72032	eV
HOMO-LUMO gap	10.0	eV



# 2
Computed, not measured: a 2-piece molecular cluster, C4H5Cl overall, with ωB97M-V with the def2-TZVPD basis set.

```
10
Properties=species:S:1:pos:R:3:lowdin_charge:R:1
Cl 2.549 0.245 0.022 0.578
C 0.240 -2.570 0.126 0.145
C -0.168 0.950 0.274 -0.145
C 0.497 -1.389 0.101 -0.252
C 0.816 -0.084 -0.332 -0.821
H -0.015 1.853 -0.498 0.115
H 0.724 0.073 -1.783 0.217
H -1.240 0.742 0.324 0.073
H 0.262 0.993 1.289 0.068
H -0.016 -3.572 -0.020 0.022
```

2S+1	1
electronic energy	-16747.64857	eV
HOMO-LUMO gap	10.5	eV



# 3
Computed, not measured: an isolated ion of composition C4H5Cl2N4O2 and charge +1, with ωB97M-V with the def2-TZVPD basis set.

```
17
Properties=species:S:1:pos:R:3:lowdin_charge:R:1
Cl 0.860 1.741 1.907 0.639
Cl 3.284 1.191 -0.926 0.815
O -0.724 -3.123 0.493 0.051
O 1.488 -3.181 0.109 0.041
N -0.519 1.437 -0.280 0.146
N 1.498 -0.553 -0.238 0.025
N 0.454 -2.491 0.162 -0.327
N -2.955 1.576 -0.160 0.216
C 1.748 0.733 -0.413 -0.768
C 0.336 -1.179 0.026 -0.064
C 0.770 1.764 0.038 -0.621
C -1.679 1.644 -0.144 -0.055
H 0.999 2.878 -0.354 0.188
H -3.520 1.714 -0.988 0.148
H -3.629 1.157 0.626 0.237
H -0.545 -4.063 0.813 0.169
H 2.133 -1.244 -0.670 0.160
```

2S+1	1
electronic energy	-39314.32368	eV
total charge	+1
HOMO-LUMO gap (alpha / beta)	6.4 / 7.2	eV



# 4
Computed, not measured: a 2-piece molecular cluster, C4H5ClF2 overall, with ωB97M-V with the def2-TZVPD basis set.

```
12
Properties=species:S:1:pos:R:3:lowdin_charge:R:1
Cl 1.280 0.464 -1.857 0.674
F -1.464 -0.899 0.868 0.131
F -0.120 0.488 1.931 0.068
C -0.025 0.874 -0.960 -0.673
C -0.241 -0.468 0.950 -0.379
C 0.811 -1.532 0.833 -0.006
C -0.942 1.858 -1.305 -0.079
H 0.630 -2.417 0.280 0.087
H 1.598 -1.202 0.318 -0.002
H 1.101 -1.746 1.901 0.123
H -1.797 2.151 -0.756 0.026
H -0.831 2.429 -2.203 0.030
```

2S+1	1
electronic energy	-22182.57993	eV
HOMO-LUMO gap (alpha / beta)	9.5 / 9.5	eV



# 5
Computed, not measured: a 2-piece molecular cluster, C4H5ClN2O3 overall, with ωB97M-V with the def2-TZVPD basis set.

```
15
Properties=species:S:1:pos:R:3:lowdin_charge:R:1
Cl 1.975 -1.673 -0.877 0.744
O -0.063 -2.214 -2.478 0.016
O 0.227 2.444 -0.889 -0.003
O 0.236 -1.242 1.408 -0.042
N 1.230 2.020 -0.368 -0.212
N -0.615 -0.744 0.647 -0.304
C 2.013 1.400 0.222 0.114
C 0.322 -1.667 -1.422 -0.740
C -0.645 -0.881 -0.664 -0.058
C -1.366 0.351 1.199 0.018
H -1.720 0.149 2.136 0.075
H -0.691 1.220 1.130 0.101
H -1.560 -0.554 -1.077 0.126
H 2.865 0.758 0.404 0.075
H -2.208 0.632 0.630 0.091
```

2S+1	1
electronic energy	-25868.19204	eV
HOMO-LUMO gap (alpha / beta)	8.8 / 8.8	eV



# 6
Computed, not measured: one molecule with the formula C4H5ClO, with ωB97M-V with the def2-TZVPD basis set.

```
11
Properties=species:S:1:pos:R:3:lowdin_charge:R:1
Cl 0.511 -1.413 -1.348 0.675
O 1.074 1.161 -0.776 -0.029
C 0.245 0.109 -0.473 -0.796
C -0.163 1.230 -1.400 -0.149
C -0.036 -1.333 1.504 -0.039
C -0.171 -0.108 0.994 -0.129
H -0.129 -1.490 2.642 0.083
H -0.239 1.378 -2.484 0.121
H -0.855 1.910 -0.993 0.085
H -0.605 0.838 1.355 0.117
H 0.367 -2.282 0.978 0.060
```

2S+1	1
electronic energy	-18796.20391	eV
HOMO-LUMO gap	11.0	eV



# 7
Computed, not measured: one molecule with the formula C4H5ClO, with ωB97M-V with the def2-TZVPD basis set.

```
11
Properties=species:S:1:pos:R:3:lowdin_charge:R:1
Cl 1.711 -0.355 -0.223 0.639
O -1.557 -1.534 0.079 0.116
C -1.330 0.842 -0.548 -0.090
C -0.171 1.525 0.227 -0.174
C -0.990 -0.468 0.044 -0.445
C 0.252 0.126 0.683 -0.604
H -2.307 1.089 -0.245 0.107
H 0.592 2.156 -0.231 0.106
H -0.539 2.044 1.069 0.091
H 0.345 -0.018 1.766 0.119
H -1.278 0.889 -1.643 0.135
```

2S+1	1
electronic energy	-18797.85931	eV
HOMO-LUMO gap	10.3	eV



# 8
Computed, not measured: one molecule with the formula C4H5ClO, with ωB97M-V with the def2-TZVPD basis set.

```
11
Properties=species:S:1:pos:R:3:lowdin_charge:R:1
Cl -1.933 1.249 -0.049 0.686
O -2.030 -1.775 0.124 0.056
C -0.940 -1.285 -0.074 -0.282
C -0.552 0.138 -0.149 -0.740
C 0.775 0.526 -0.718 -0.114
C 0.665 0.415 0.777 -0.111
H 0.683 1.596 -1.001 0.122
H 0.653 1.362 1.199 0.071
H 1.467 -0.154 -1.128 0.099
H -0.138 -1.877 -0.318 0.101
H 1.351 -0.196 1.338 0.112
```

2S+1	1
electronic energy	-18797.05670	eV
HOMO-LUMO gap	10.9	eV



# 9
Computed, not measured: one molecule with the formula C4H5ClO2, with ωB97M-V with the def2-TZVPD basis set.

```
12
Properties=species:S:1:pos:R:3:lowdin_charge:R:1
Cl 0.246 0.103 3.603 0.825
O -1.874 -0.314 2.162 0.099
O 0.227 -0.072 1.013 -0.106
C 0.360 0.843 -1.233 -0.090
C -0.716 -0.132 2.261 -0.837
C 0.651 -0.629 -1.302 -0.091
C -0.300 -0.101 -0.273 -0.350
H -1.361 -0.308 -0.329 0.145
H 1.610 -0.967 -0.941 0.105
H 0.259 -1.201 -2.127 0.097
H -0.232 1.295 -2.012 0.097
H 1.129 1.483 -0.823 0.106
```

2S+1	1
electronic energy	-20844.89523	eV
HOMO-LUMO gap	10.4	eV



# 10
Computed, not measured: one molecule with the formula C4H5ClO2S, with ωB97M-V with the def2-TZVPD basis set.

```
13
Properties=species:S:1:pos:R:3:lowdin_charge:R:1
Cl -0.014 2.347 -0.693 0.609
S 2.801 -0.402 -0.840 0.660
O -2.257 0.115 -0.360 -0.089
O 1.968 0.977 1.190 -0.026
C 1.631 0.399 0.084 -0.907
C 0.192 0.532 -0.420 -0.579
C -1.098 0.096 0.405 -0.359
C -1.512 -1.234 -0.287 -0.045
H 2.888 0.673 1.580 0.182
H -2.023 -1.957 0.440 0.116
H -1.318 0.173 1.589 0.196
H -0.024 -0.082 -1.349 0.098
H -1.234 -1.637 -1.340 0.141
```

2S+1	1
electronic energy	-31678.38844	eV
HOMO-LUMO gap	8.8	eV



# 11
Computed, not measured: one molecule with the formula C4H5ClO2S, with ωB97M-V with the def2-TZVPD basis set.

```
13
Properties=species:S:1:pos:R:3:lowdin_charge:R:1
Cl -2.897 0.538 -0.377 0.673
S 1.477 -0.008 -0.122 0.636
O 1.962 -1.361 -0.397 -0.364
O 2.377 1.078 0.321 -0.347
C 0.423 -0.286 1.362 -0.132
C 0.411 0.529 -1.440 -0.079
C -0.844 -0.328 1.151 -0.277
C -1.463 -0.374 -0.129 -0.556
H -1.784 0.010 1.797 0.147
H -1.459 -1.260 -0.738 0.076
H 0.433 1.587 -1.397 0.026
H 0.944 -0.182 2.386 0.143
H 0.419 0.059 -2.418 0.053
```

2S+1	1
electronic energy	-31676.52023	eV
HOMO-LUMO gap (alpha / beta)	7.8 / 7.6	eV



# 12
Computed, not measured: one molecule with the formula C4H5ClOS, with ωB97M-V with the def2-TZVPD basis set.

```
12
Properties=species:S:1:pos:R:3:lowdin_charge:R:1
Cl 2.053 1.747 -0.577 0.116
S 2.403 -0.360 -0.755 0.608
O 3.249 -1.142 -0.027 -0.500
C 0.572 -0.804 0.366 -0.123
C -0.586 0.077 0.428 -0.345
C -1.335 1.127 0.768 0.038
C -1.720 0.222 -0.373 -0.127
H 0.400 -1.388 -0.591 0.079
H -0.747 1.981 1.113 0.095
H -1.465 0.378 -1.399 0.098
H -2.633 -0.163 -0.098 0.063
H 1.000 -1.163 1.147 -0.001
```

2S+1	1
electronic energy	-29627.74967	eV
HOMO-LUMO gap	8.3	eV



The evaluated strongest force on any atom for the records listed, in turn: 8.0, 4.6, 5.1, 5.3, 4.4, 2.6, 1.9, 3.2, 5.2, 3.7, 5.4, 9.1 eV/Å.
The evaluated relative energy (zero: lowest compared OMol25 entry of this formula, charge and spin) for the records listed, in turn: 32.4, 57.1, 73.1, 77.6, 30.1, 46.0, 7.8, 26.3, 11.1, 76.8, 119.9, 137.4 kcal/mol.